(1)
{"formula": "C23H27N5S", "method": "ωB97M-V with the def2-TZVPD basis set", "species": ["C", "C", "N", "C", "C", "C", "C", "S", "C", "N", "N", "C", "C", "C", "C", "C", "C", "C", "N", "C", "C", "C", "C", "C", "C", "C", "C", "C", "N", "H", "H", "H", "H", "H", "H", "H", "H", "H", "H", "H", "H", "H", "H", "H", "H", "H", "H", "H", "H", "H", "H", "H", "H", "H", "H", "H"], "coordinates": [[-2.3657, -2.8462, -0.1783], [-3.4849, -2.3117, 0.7106], [-3.7398, -0.9067, 0.4586], [-5.1198, -0.5076, 0.6649], [-5.9538, -0.7811, -0.5831], [-2.7649, -0.0109, 1.0342], [-2.5183, 1.1899, 0.1244], [-2.1448, 0.6642, -1.5806], [-0.5438, 0.0283, -1.3908], [-0.0321, -0.5369, -2.4810], [1.1577, -1.0624, -2.4547], [1.8382, -0.9863, -1.3275], [3.1564, -1.3918, -0.9357], [4.1902, -2.0459, -1.5896], [5.3717, -2.2524, -0.9026], [5.5242, -1.8163, 0.4102], [4.5042, -1.1613, 1.0798], [3.3167, -0.9520, 0.4004], [2.1501, -0.3410, 0.8424], [2.0015, 0.4730, 2.0191], [2.6095, 1.8722, 1.7912], [1.9907, 2.4776, 0.5626], [0.7813, 3.1555, 0.6400], [0.1469, 3.5947, -0.5084], [0.7078, 3.3489, -1.7502], [1.9220, 2.6907, -1.8366], [2.5616, 2.2632, -0.6861], [1.2727, -0.3333, -0.1874], [0.0501, 0.1616, -0.1967], [-2.5748, -2.6016, -1.2161], [-1.4033, -2.4139, 0.0864], [-2.2902, -3.9260, -0.0749], [-4.3989, -2.8607, 0.4780], [-3.2438, -2.4994, 1.7729], [-5.1440, 0.5646, 0.8715], [-5.5627, -1.0216, 1.5351], [-5.5042, -0.2790, -1.4351], [-6.9686, -0.4156, -0.4455], [-5.9952, -1.8455, -0.7977], [-1.8203, -0.5434, 1.1495], [-3.0651, 0.3622, 2.0308], [-1.6781, 1.7843, 0.4779], [-3.4072, 1.8106, 0.0286], [4.0601, -2.3759, -2.6078], [6.1923, -2.7579, -1.3885], [6.4603, -1.9899, 0.9198], [4.6385, -0.8276, 2.0975], [0.9293, 0.5657, 2.2089], [2.4798, -0.0236, 2.8670], [2.4126, 2.4858, 2.6713], [3.6894, 1.7768, 1.6615], [0.3314, 3.3315, 1.6077], [-0.7954, 4.1186, -0.4378], [0.1979, 3.6653, -2.6473], [2.3656, 2.4944, -2.8014], [3.5090, 1.7455, -0.7611]], "mulliken_charge": [-0.932, -0.774, 0.962, -0.871, -1.150, -1.415, -0.135, -0.347, 0.200, -0.735, -0.601, 1.474, -0.229, -0.665, -0.592, -0.628, -0.821, 0.364, 0.183, -1.000, -1.086, 0.442, -0.256, -0.406, -0.515, -0.773, -0.152, -0.034, 0.520, 0.271, -0.005, 0.501, 0.475, 0.305, 0.394, 0.416, 0.239, 0.424, 0.288, 0.401, 0.280, -0.030, 0.586, 0.506, 0.403, 0.405, 0.387, 0.274, 0.522, 0.509, 0.383, 0.402, 0.375, 0.407, 0.398, 0.460], "smiles": "CCN(CC)CCSc1nnc2c3ccccc3n(CCc3ccccc3)c2n1", "largest_force_ha_per_bohr": 0.0240, "homo_ev": -7.907, "orbital_gap_ev": 8.004, "relative_energy_ev": 0.000}

(2)
{"formula": "C48H46CdN7OS3Te", "method": "ωB97M-V with the def2-TZVPD basis set", "species": ["Cd", "S", "C", "N", "C", "C", "N", "C", "C", "C", "C", "C", "C", "C", "C", "S", "C", "C", "C", "C", "C", "C", "C", "H", "H", "H", "H", "H", "H", "H", "H", "H", "H", "H", "H", "H", "H", "H", "H", "H", "H", "N", "C", "N", "C", "N", "C", "C", "C", "C", "C", "C", "Te", "N", "C", "O", "C", "C", "C", "C", "C", "C", "C", "C", "C", "C", "C", "C", "C", "C", "C", "C", "H", "H", "H", "H", "H", "H", "H", "H", "H", "H", "H", "H", "H", "H", "H", "H", "H", "H", "H", "H", "H", "H", "H", "S", "C", "N", "C", "C", "C", "C", "H", "H", "H", "H", "H"], "coordinates": [[-0.4446, -0.0549, 0.1545], [0.7083, -1.2560, 2.0967], [1.7440, 0.0807, 2.3981], [1.9212, 0.4933, 3.6821], [2.7977, 1.6073, 3.9161], [4.0572, 1.4045, 3.0846], [3.6720, 1.3218, 1.6994], [4.5883, 1.8798, 0.7394], [4.7000, 3.3751, 0.8970], [5.9286, 3.9943, 1.0831], [6.0089, 5.3701, 1.2222], [4.8585, 6.1396, 1.1840], [3.6273, 5.5270, 1.0099], [3.5476, 4.1525, 0.8769], [2.5013, 0.6911, 1.3778], [2.0117, 0.6583, -0.2739], [1.1161, 0.0374, 4.7903], [1.9975, -0.6245, 5.8118], [2.6555, -1.8000, 5.4719], [3.5013, -2.4090, 6.3791], [3.6940, -1.8472, 7.6316], [3.0495, -0.6702, 7.9698], [2.2037, -0.0580, 7.0601], [3.0398, 1.6515, 4.9779], [2.3216, 2.5498, 3.6111], [4.5709, 0.4838, 3.3986], [4.7373, 2.2505, 3.2076], [4.2236, 1.6331, -0.2612], [5.5713, 1.4162, 0.8805], [6.8275, 3.3941, 1.1196], [6.9720, 5.8406, 1.3558], [4.9174, 7.2119, 1.2942], [2.7251, 6.1221, 0.9736], [2.5844, 3.6723, 0.7641], [0.3863, -0.6781, 4.4051], [0.5843, 0.8937, 5.2215], [2.4902, -2.2262, 4.4938], [4.0063, -3.3250, 6.1135], [4.3424, -2.3315, 8.3477], [3.2028, -0.2254, 8.9421], [1.6962, 0.8602, 7.3239], [-4.9543, 3.6825, 2.5848], [-3.8718, 3.3954, 2.3132], [-2.6354, 3.2079, 2.0103], [-1.9240, 2.2660, 1.6391], [-1.0601, 1.5426, 1.2971], [5.6720, -7.0157, -2.2922], [4.6449, -5.9671, -1.9852], [4.6007, -5.3295, -0.7534], [3.6468, -4.3620, -0.4833], [3.6303, -3.6802, 0.8541], [2.7069, -4.0257, -1.4594], [1.4558, -2.3777, -0.9229], [-0.1586, -3.3421, -1.4852], [-1.3003, -2.9170, -0.9983], [-1.4652, -1.8980, -0.2754], [-2.4793, -3.7424, -1.3786], [-2.3251, -5.0106, -1.9327], [-3.4402, -5.7574, -2.2624], [-4.7114, -5.2541, -2.0308], [-4.8672, -3.9917, -1.4818], [-3.7556, -3.2362, -1.1610], [1.7542, -1.4081, -2.7902], [0.6536, -1.1819, -3.6014], [0.8120, -0.5549, -4.8244], [2.0755, -0.1502, -5.2192], [3.1669, -0.3612, -4.3941], [3.0281, -0.9854, -3.1612], [4.2110, -1.2224, -2.2748], [2.7124, -4.6716, -2.6945], [1.7034, -4.3893, -3.7653], [3.6911, -5.6293, -2.9332], [6.3876, -7.1187, -1.4801], [6.2101, -6.7634, -3.2054], [5.1843, -7.9781, -2.4478], [5.3222, -5.5854, 0.0084], [4.2403, -4.2251, 1.5713], [2.6098, -3.6183, 1.2420], [4.0253, -2.6643, 0.7666], [-1.3342, -5.4051, -2.0912], [-3.3180, -6.7414, -2.6948], [-5.5807, -5.8460, -2.2821], [-5.8557, -3.5941, -1.2995], [-3.8550, -2.2484, -0.7346], [-0.3259, -1.5158, -3.2797], [-0.0456, -0.3945, -5.4590], [2.2121, 0.3333, -6.1743], [4.1484, -0.0533, -4.7206], [5.0005, -0.5062, -2.4866], [4.6101, -2.2263, -2.4233], [3.9224, -1.1210, -1.2273], [0.8254, -3.9081, -3.3430], [1.4021, -5.3234, -4.2399], [2.1326, -3.7436, -4.5326], [3.7052, -6.1276, -3.8924], [-1.3103, 1.1242, -2.1437], [-0.9898, 2.6910, -1.6351], [0.3020, 3.1270, -1.6248], [0.6658, 4.3585, -1.2130], [-0.2705, 5.2460, -0.7761], [-1.6275, 4.8592, -0.7899], [-1.9792, 3.6182, -1.2365], [1.0132, 2.4429, -1.8756], [1.7195, 4.5871, -1.2570], [0.0203, 6.2193, -0.4195], [-2.3815, 5.5474, -0.4398], [-3.0086, 3.2968, -1.2603]], "mulliken_spin": [-0.011, 0.110, 0.164, 0.165, 0.003, -0.001, 0.163, -0.031, 0.013, 0.003, 0.000, 0.001, -0.004, -0.002, 0.293, 0.085, -0.033, 0.020, -0.008, -0.001, 0.000, 0.001, 0.000, 0.000, 0.007, 0.008, -0.003, 0.005, 0.005, 0.000, 0.000, 0.000, 0.000, 0.002, 0.007, 0.003, 0.004, 0.000, 0.000, 0.000, 0.000, 0.000, 0.000, 0.001, 0.000, 0.008, 0.000, 0.000, 0.000, 0.001, -0.005, 0.000, 0.009, 0.005, 0.002, 0.013, -0.001, 0.001, 0.000, 0.000, 0.000, 0.000, 0.005, 0.009, 0.000, 0.000, -0.003, -0.012, 0.015, -0.002, 0.000, 0.000, 0.000, 0.000, 0.000, 0.000, 0.000, 0.002, -0.001, 0.000, 0.000, 0.000, 0.000, 0.000, 0.000, 0.000, 0.000, 0.000, 0.000, 0.001, -0.011, -0.001, 0.000, 0.000, 0.000, 0.001, 0.000, 0.002, 0.003, 0.000, 0.000, 0.000, -0.005, -0.001, 0.000, 0.000, 0.000], "spin_multiplicity": 2, "largest_force_ha_per_bohr": 0.0347, "homo_ev": [-6.472, -7.979], "orbital_gap_ev": [6.370, 7.403], "relative_energy_ev": 0.392}

(3)
{"formula": "C4H3Cl2NS", "method": "ωB97M-V with the def2-TZVPD basis set", "species": ["N", "C", "C", "Cl", "C", "C", "S", "Cl", "H", "H", "H"], "coordinates": [[-2.2280, 1.1192, -0.6923], [-1.5753, 0.2574, -0.2208], [-0.8375, -0.7832, 0.0415], [-1.7399, -2.3609, 0.0209], [0.6063, -0.9421, 0.2596], [1.6371, -0.0868, 0.1056], [1.9181, 1.6920, -0.2368], [3.2110, -0.8713, 0.0948], [-2.7979, 1.6794, -0.2252], [0.9073, -1.9303, 0.2324], [0.8989, 2.2264, 0.6203]], "mulliken_charge": [-0.361, 0.320, 0.248, -0.228, -0.504, 0.142, -0.208, -0.229, 0.295, 0.384, 0.139], "smiles": "N=C=C(Cl)/C=C(\\S)Cl", "largest_force_ha_per_bohr": 0.0996, "homo_ev": -8.325, "orbital_gap_ev": 8.531, "relative_energy_ev": 1.646}